7
Properties=species:S:1:pos:R:3 method="wB97M-V/def2-TZVPD" de_lowest_kj_mol=270.6 fmax_ha_per_bohr=0.0490 e_tot_ha=-814.2795
N -0.98808 1.38947 -0.77432
O -1.44509 2.10439 -1.61476
P 0.11670 0.02921 1.44551
P -0.34395 -0.03506 -0.64421
H -0.12236 -1.27985 1.76527
H 1.46781 -0.23214 1.17894
H 1.31497 -1.97603 -1.35644

158
Properties=species:S:1:pos:R:3 method="wB97M-V/def2-TZVPD" de_lowest_kj_mol=580.2 fmax_ha_per_bohr=0.1490 e_tot_ha=-5029.9161
C -2.24018 4.86309 -0.90287
C -2.63900 5.73495 0.28273
O -2.38180 4.92398 1.46828
C -1.90262 3.70685 1.13375
O -1.51372 2.75235 1.86903
O -1.89303 3.62331 -0.26234
H -1.37546 5.36490 -1.33709
H -3.08917 4.74269 -1.57579
H -3.70249 5.95319 0.18552
H -2.10982 6.68648 0.33414
C -0.36462 0.51512 -1.00589
C 0.84391 0.98736 -0.20193
O 0.89019 0.07386 0.84927
C -0.29780 -0.52921 1.00293
O -0.55733 -1.41295 1.82909
O -1.10012 -0.16623 -0.06149
H -0.11474 -0.19394 -1.79512
H -0.95073 1.28199 -1.51232
H 0.63332 2.00252 0.13455
H 1.78653 1.02041 -0.74825
C 3.11455 -1.77400 3.25586
C 3.49079 -0.32691 3.19039
O 3.72994 -0.07901 4.53602
C 4.14641 -1.17682 5.17424
O 4.83645 -1.13189 6.16247
O 3.75603 -2.23829 4.48995
H 3.49233 -2.34115 2.40515
H 2.02833 -1.77311 3.34665
H 2.57281 0.20819 2.94734
H 4.36043 -0.04944 2.59470
C -0.72480 1.15080 4.80583
C -1.29473 -0.24570 5.16853
O -1.00810 -0.38057 6.50584
C -0.69551 0.72845 7.05907
O -0.59005 0.90650 8.25180
O -0.51095 1.63043 6.05885
H -1.48296 1.72841 4.27702
H 0.21650 1.19978 4.25842
H -0.91187 -1.07483 4.57348
H -2.34870 -0.20936 4.89297
C 4.47026 -0.64520 -2.85806
C 5.39802 -1.78619 -2.48465
O 4.73721 -2.43797 -1.51595
C 3.71947 -1.70076 -1.04064
O 3.14070 -1.91745 0.00207
O 3.48463 -0.71227 -1.80358
H 3.86235 -0.69568 -3.76138
H 4.91221 0.34809 -2.77966
H 6.30403 -1.32342 -2.09337
H 5.63273 -2.46077 -3.30803
C 1.10638 -5.61199 1.08880
C 1.82479 -4.35477 1.10848
O 2.79454 -4.59559 2.09455
C 2.89826 -5.88036 2.31864
O 3.82855 -6.45731 2.93722
O 1.95559 -6.54896 1.70561
H 0.78906 -5.93148 0.09616
H 0.17485 -5.71355 1.64560
H 1.19605 -3.48676 1.30683
H 2.34941 -4.18456 0.16833
C -2.45414 -3.86111 -0.59875
C -1.26712 -3.86200 -1.56197
O -1.06420 -5.24730 -1.69971
C -1.77902 -5.94631 -0.80345
O -1.60588 -7.15687 -0.70860
O -2.52907 -5.20888 -0.16260
H -3.39795 -3.49889 -1.00632
H -2.13133 -3.29631 0.27584
H -0.34342 -3.36841 -1.25990
H -1.54201 -3.39275 -2.50661
C -0.62740 2.82992 -5.22834
C 0.13225 1.69082 -4.57514
O 0.79429 2.33939 -3.48226
C 0.55810 3.68303 -3.52681
O 1.11835 4.53797 -2.81005
O -0.38399 3.94191 -4.41706
H -1.67811 2.56206 -5.33952
H -0.26301 3.01505 -6.23880
H 0.83801 1.16667 -5.21954
H -0.57655 0.96384 -4.17867
C -5.84333 -0.13258 -3.23619
C -5.66495 1.32182 -2.80023
C -4.35695 1.69201 -2.13112
O -3.84670 2.73212 -2.89972
C -4.54809 2.87936 -4.01626
O -4.31508 3.73369 -4.84549
O -5.60774 2.11402 -3.97100
H -4.88257 -0.60086 -3.45009
H -6.48551 -0.30545 -4.09980
H -6.48403 -0.66874 -2.53609
H -6.48876 1.63894 -2.16080
H -3.60728 0.90085 -2.11864
H -4.66513 2.10096 -1.16889
C -2.30588 -4.74690 3.01837
C -1.42469 -3.90618 4.00810
C -1.92947 -3.88218 5.45233
O -0.86418 -4.39479 6.19879
C 0.07081 -4.91347 5.43089
O 1.04805 -5.56106 5.75193
O -0.22947 -4.57173 4.20763
H -3.27062 -4.28297 2.81307
H -2.37288 -5.78913 3.33042
H -1.71129 -4.71666 2.10533
H -1.09185 -2.94221 3.62329
H -2.73523 -4.58035 5.67909
H -2.24826 -2.90271 5.80888
C 1.50741 -4.68437 -7.17639
C 2.12970 -3.43802 -6.39015
C 1.51114 -2.09189 -6.84829
O 1.03286 -1.44842 -5.64877
C 0.95945 -2.40513 -4.64597
O 0.46627 -2.26205 -3.57956
O 1.49291 -3.53723 -5.09247
H 1.74165 -4.76697 -8.23772
H 0.45397 -4.77965 -6.91317
H 1.99859 -5.56302 -6.75827
H 3.21035 -3.40850 -6.25075
H 0.79666 -2.21449 -7.66228
H 2.36588 -1.57305 -7.28224
C 1.10397 6.97678 0.74070
C 1.74499 6.19172 1.98889
C 0.72049 6.08695 3.04389
O 0.67818 4.70961 3.38237
C 1.55230 4.00002 2.56965
O 1.80606 2.78457 2.55740
O 1.99205 4.86088 1.61369
H 1.93897 7.07202 0.04657
H 0.90500 7.97002 1.14317
H 0.37516 6.41052 0.16081
H 2.65296 6.56994 2.45860
H -0.21376 6.47257 2.63576
H 1.03330 6.70995 3.88182
C 4.74277 1.77063 -0.14121
C 4.06916 2.87719 -0.84104
C 4.91640 4.14896 -0.92800
O 5.14309 4.19313 -2.34437
C 4.57755 3.22630 -3.02780
O 4.58975 3.04275 -4.23929
O 4.01118 2.38406 -2.14522
H 5.58544 1.28050 -0.62884
H 4.01537 0.96289 -0.06029
H 5.14938 1.92939 0.85757
H 3.08771 3.17298 -0.47041
H 5.84404 3.96071 -0.38751
H 4.42617 5.04927 -0.55756
C -4.16794 -1.10298 1.09729
C -4.92028 -0.06613 1.93585
C -4.18139 1.00220 2.53163
O -4.68876 2.17011 2.13826
C -5.68661 1.92944 1.25114
O -6.39653 2.81871 0.78442
O -5.76403 0.61110 1.01241
H -3.58302 -0.60849 0.32176
H -4.84030 -1.78207 0.57301
H -3.45938 -1.61119 1.75134
H -5.63331 -0.50113 2.63618
H -3.17247 0.96265 2.12100
H -4.23397 0.84367 3.60876

15
Properties=species:S:1:pos:R:3 method="wB97M-V/def2-TZVPD" smiles=O.O.O.O.O de_lowest_kj_mol=115.8 fmax_ha_per_bohr=0.0739 e_tot_ha=-382.1801
O 0.99616 -0.30900 -0.24119
H 0.07298 -0.30975 -0.57359
H 0.86602 -0.92674 0.46183
O 1.67715 1.72530 -2.15053
H 0.98812 1.53183 -2.84118
H 1.48795 1.11621 -1.46523
O -0.38437 1.38275 1.36780
H -0.85146 0.71743 1.89946
H 0.22992 0.83047 0.88872
O -1.35399 -0.19280 -1.84966
H -1.85858 0.06793 -1.13421
H -1.71739 -1.05063 -2.20170
O -0.09739 -1.58160 2.21842
H 0.59223 -1.07789 2.67797
H -0.64736 -1.92350 2.94308

38
Properties=species:S:1:pos:R:3 method="wB97M-V/def2-TZVPD" smiles="CN(C)S(=O)(=O)c1cccc(COC(=O)c2cccnc2Cl)c1" de_lowest_kj_mol=58.7 fmax_ha_per_bohr=0.0214 e_tot_ha=-1849.4418
C 5.86915 0.99005 -0.62844
N 4.73022 0.36415 0.00814
C 4.75511 0.41761 1.45126
S 3.24442 0.91092 -0.59333
O 2.79834 2.07889 0.11229
O 3.35800 0.97889 -2.01981
C 2.20900 -0.48515 -0.15994
C 2.44971 -1.68872 -0.79334
C 1.66700 -2.78533 -0.47330
C 0.66109 -2.66397 0.47207
C 0.42773 -1.45131 1.10977
C -0.71400 -1.30674 2.08176
O -1.89296 -0.92255 1.36776
C -2.15037 0.38049 1.26676
O -1.52762 1.24679 1.82624
C -3.34199 0.65846 0.41878
C -4.09158 1.79787 0.70735
C -5.20925 2.09917 -0.05023
C -5.54050 1.23760 -1.08537
N -4.82045 0.17477 -1.39412
C -3.75294 -0.10818 -0.67856
Cl -2.86163 -1.46802 -1.21836
C 1.20972 -0.34871 0.78182
H 5.66330 1.02677 -1.69518
H 6.75740 0.38486 -0.44538
H 6.03989 2.00791 -0.26008
H 5.66496 -0.06189 1.81055
H 4.71348 1.44847 1.82057
H 3.89035 -0.12586 1.82770
H 3.23493 -1.74047 -1.52966
H 1.83474 -3.73274 -0.96215
H 0.04403 -3.51661 0.71385
H -0.49152 -0.54475 2.83589
H -0.95710 -2.25939 2.55648
H -3.77672 2.42363 1.52941
H -5.80544 2.97268 0.15728
H -6.41086 1.39945 -1.70619
H 1.04618 0.61634 1.23778